Record 1
DFT (wB97M-V/def2-TZVPD) results for a molecular structure, C24H31BrKN2O4.

Values from the calculation:
Frontier orbital gap (eV): 5.843
HOMO energy (eV): -3.47
Total charge: -1
Total energy (Ha): -4517.70624

Geometry (Å):
K1 -1.66577 1.78884 -0.04969
C1 1.76732 -1.02083 -3.21927
C2 0.57130 -1.65960 -2.55879
C3 0.06720 -2.87544 -3.03382
C4 -1.05887 -3.42114 -2.42997
C5 -1.63511 -4.72042 -2.93714
C6 -1.67398 -2.78471 -1.35928
C7 -1.18595 -1.55847 -0.81779
C8 -0.03501 -1.03824 -1.48885
N1 -1.65341 -0.84427 0.22375
C9 -2.84703 -1.24232 0.95383
C10 -2.72201 -2.59528 1.68510
C11 -4.11896 -1.21657 0.08539
C12 -3.04680 -0.20130 2.06729
H1 2.29582 -1.73708 -3.85061
H2 2.47026 -0.62126 -2.48546
H3 1.46029 -0.18465 -3.85205
H4 0.54331 -3.37814 -3.86876
H5 -1.03435 -5.12786 -3.75121
H6 -2.65310 -4.57996 -3.30871
H7 -1.68139 -5.47024 -2.14369
H8 -2.55253 -3.25889 -0.94642
H9 0.38227 -0.10520 -1.12152
H10 -2.52304 -3.42577 1.01259
H11 -3.63766 -2.82012 2.24107
H12 -1.90113 -2.54768 2.40310
H13 -4.07014 -1.91182 -0.75021
H14 -4.25587 -0.21544 -0.33305
H15 -5.00796 -1.45442 0.67785
H16 -2.16197 -0.16081 2.70667
H17 -3.91115 -0.45860 2.68635
H18 -3.23957 0.81436 1.70473
Br1 0.92089 4.07165 2.67504
C13 1.10679 5.21820 1.16171
C14 2.25601 6.00271 1.15401
C15 2.51263 6.84100 0.08494
C16 1.63031 6.87582 -0.98774
C17 0.50646 6.07314 -0.97232
C18 0.20416 5.23863 0.10680
C19 -1.09116 4.42039 0.00985
O1 -1.43452 4.09865 -1.15113
O2 -1.67274 4.13686 1.07730
H19 2.94344 5.93981 1.98595
H20 3.40746 7.45065 0.08765
H21 1.82608 7.51570 -1.83912
H22 -0.18430 6.05149 -1.80448
O3 3.65230 0.82101 -0.38393
C20 2.79661 0.58336 0.42744
O4 1.68839 1.31655 0.55732
C21 2.90680 -0.55632 1.43816
N2 1.74043 -0.57142 2.33579
C22 1.07437 -1.88907 2.20786
C23 2.15037 -2.83334 1.68539
C24 2.92222 -1.92863 0.72793
H23 3.83810 -0.40678 1.98834
H24 1.24402 0.93868 1.35802
H25 2.01858 -0.38817 3.28858
H26 0.25733 -1.79624 1.48788
H27 0.65511 -2.18583 3.17017
H28 1.72999 -3.70156 1.17728
H29 2.79154 -3.18011 2.50214
H30 2.37890 -1.86747 -0.21633
H31 3.93840 -2.25604 0.51810

Listed below, in e, are the Löwdin charges computed for each atom: atom 1 (K): 0.87, atom 2 (C): -0.05, atom 3 (C): -0.30, atom 4 (C): -0.07, atom 5 (C): -0.31, atom 6 (C): -0.07, atom 7 (C): -0.03, atom 8 (C): -0.33, atom 9 (C): -0.03, atom 10 (N): -0.07, atom 11 (C): -0.66, atom 12 (C): -0.05, atom 13 (C): -0.05, atom 14 (C): -0.09, atom 15 (H): 0.07, atom 16 (H): 0.06, atom 17 (H): 0.08, atom 18 (H): 0.09, atom 19 (H): 0.06, atom 20 (H): 0.07, atom 21 (H): 0.07, atom 22 (H): 0.08, atom 23 (H): 0.09, atom 24 (H): 0.06, atom 25 (H): 0.07, atom 26 (H): 0.06, atom 27 (H): 0.06, atom 28 (H): 0.07, atom 29 (H): 0.08, atom 30 (H): 0.08, atom 31 (H): 0.08, atom 32 (H): 0.04, atom 33 (Br): 0.78, atom 34 (C): -0.58, atom 35 (C): -0.15, atom 36 (C): -0.10, atom 37 (C): -0.09, atom 38 (C): -0.03, atom 39 (C): -0.15, atom 40 (C): -0.76, atom 41 (O): -0.12, atom 42 (O): -0.14, atom 43 (H): 0.08, atom 44 (H): 0.10, atom 45 (H): 0.10, atom 46 (H): 0.11, atom 47 (O): 0.10, atom 48 (C): -0.51, atom 49 (O): 0.06, atom 50 (C): -0.23, atom 51 (N): -0.02, atom 52 (C): -0.18, atom 53 (C): -0.16, atom 54 (C): -0.12, atom 55 (H): 0.15, atom 56 (H): 0.08, atom 57 (H): 0.11, atom 58 (H): 0.09, atom 59 (H): 0.11, atom 60 (H): 0.11, atom 61 (H): 0.11, atom 62 (H): 0.11, atom 63 (H): 0.12

***

Record 2
DFT (wB97M-V/def2-TZVPD) results for a molecular structure, C5H11NO in a non-equilibrium geometry.

Values from the calculation:
Frontier orbital gap (eV): 10.109
HOMO energy (eV): -9.02
Relative energy (zero: lowest compared OMol25 entry of this formula, charge and spin) (kJ/mol): 424.8
Total energy (Ha): -326.96955

Geometry (Å):
C1 -2.04528 -0.74420 -0.81590
C2 -1.54017 -0.14970 0.48921
N1 -0.10275 -0.31486 0.56962
C3 0.67464 0.52464 1.46073
C4 0.80044 0.65130 -0.01481
C5 1.95419 0.19508 -0.79752
O1 2.18341 -1.18722 -0.66784
H1 -3.12655 -0.61037 -0.90719
H2 -1.82013 -1.81494 -0.86421
H3 -1.56246 -0.25317 -1.66913
H4 -1.78809 0.92073 0.54787
H5 -2.00123 -0.64823 1.35251
H6 0.13672 1.35891 1.92162
H7 1.43092 0.06485 2.09573
H8 0.74669 1.69813 -0.36182
H9 2.07400 0.42611 -1.84819
H10 2.46843 1.43043 -0.45236
H11 1.51721 -1.54748 -0.03831

Listed below, in e, are the Löwdin charges computed for each atom: atom 1 (C): -0.09, atom 2 (C): -0.26, atom 3 (N): -0.10, atom 4 (C): -0.09, atom 5 (C): -0.36, atom 6 (C): -0.25, atom 7 (O): -0.04, atom 8 (H): 0.07, atom 9 (H): 0.08, atom 10 (H): 0.08, atom 11 (H): 0.11, atom 12 (H): 0.12, atom 13 (H): 0.11, atom 14 (H): 0.11, atom 15 (H): 0.14, atom 16 (H): 0.09, atom 17 (H): 0.19, atom 18 (H): 0.09

***

Record 3
DFT (wB97M-V/def2-TZVPD) results for 10 unconnected molecules or ions with the total composition C47H78BF3N3O35P2S in a non-equilibrium geometry.

Values from the calculation:
Frontier orbital gap (eV): 8.959
HOMO energy (eV): -11.24
Total charge: +1
Total energy (Ha): -6040.77288

Geometry (Å):
C1 3.78343 -2.18064 1.24033
C2 3.10566 -2.85310 0.04551
C3 2.53193 -2.03541 -1.14050
C4 2.14357 -0.53184 -1.15470
C5 1.06395 -0.48057 -2.28484
C6 0.57192 0.83506 -2.89877
C7 -0.94669 0.92818 -3.03522
F1 -1.42779 1.96353 -2.20426
C8 1.40556 0.01927 0.08868
C9 0.57248 -0.92132 0.92597
C10 -0.73234 -0.33632 1.43723
O1 -1.16040 -0.70585 2.49590
N1 -1.36955 0.57296 0.56238
C11 -2.39952 -0.14549 -0.21092
C12 -1.86571 1.78252 1.23699
N2 2.22119 1.05724 0.84914
F2 1.36547 2.18394 0.82308
C13 2.33390 0.82554 2.33781
C14 2.92288 1.94092 3.19737
C15 1.89831 2.97524 3.66640
C16 2.51598 4.07973 4.52588
C17 3.56831 4.91475 3.79587
N3 2.92275 6.07273 3.17400
C18 3.48715 1.38529 -0.03898
C19 4.78969 1.34222 0.80266
P1 6.47186 0.81476 0.27619
O2 6.72996 -0.59317 0.60042
O3 7.36916 1.76887 1.18857
O4 6.77512 1.23095 -1.22285
P2 3.37646 3.20686 -0.55686
O5 3.10567 4.05486 0.76335
O6 2.06497 3.32650 -1.42683
S1 4.98899 3.74941 -1.45498
C20 3.43167 0.39788 -1.26619
F3 4.48777 -0.49683 -1.00424
B1 3.90486 0.94441 -2.76692
O7 3.25489 1.95384 -3.39717
O8 4.94812 0.27800 -3.33879
H1 4.77041 -2.60874 1.41066
H2 3.22905 -2.35462 2.16679
H3 3.94966 -1.12479 1.09850
H4 3.83330 -3.54374 -0.38063
H5 2.31365 -3.50219 0.42700
H6 1.59707 -2.53439 -1.41570
H7 3.17650 -2.19943 -2.00518
H8 1.41045 -1.14346 -3.08171
H9 0.19237 -0.99704 -1.86655
H10 0.86508 1.69273 -2.30780
H11 1.01809 0.95982 -3.88009
H12 -1.25420 1.19615 -4.04508
H13 -1.45712 0.02019 -2.70861
H14 0.63314 0.65339 -0.36166
H15 0.29344 -1.79251 0.32316
H16 1.08513 -1.32362 1.79898
H17 -3.31256 -0.30907 0.37126
H18 -2.01352 -1.09698 -0.56902
H19 -2.66374 0.46786 -1.06988
H20 -1.93425 1.64424 2.31786
H21 -1.21063 2.62817 1.02874
H22 -2.86822 2.00919 0.87607
H23 1.29843 0.72252 2.66796
H24 2.79964 -0.13568 2.51708
H25 3.76893 2.44792 2.76175
H26 3.30538 1.44121 4.09407
H27 1.13554 2.45462 4.25392
H28 1.39707 3.43531 2.81270
H29 1.72617 4.76502 4.83850
H30 2.94869 3.65599 5.43552
H31 4.31211 5.27137 4.51059
H32 4.13308 4.32157 3.06254
H33 2.18785 5.77795 2.54124
H34 3.59183 6.57183 2.59740
H35 4.68341 0.71403 1.68509
H36 4.91577 2.35126 1.19484
H37 7.12567 2.70168 1.15329
H38 7.65068 0.88660 -1.45684
H39 3.75384 4.77545 0.81946
H40 2.18299 4.02196 -2.09062
H41 3.73171 2.32168 -4.16039
H42 5.58208 0.89294 -3.72610
C21 -4.89604 -0.18366 -4.22561
C22 -4.92180 -1.48724 -4.99571
O9 -3.78196 -2.17808 -4.45467
C23 -3.53322 -1.68988 -3.23170
O10 -2.75698 -2.16195 -2.45583
O11 -4.26358 -0.58508 -2.98898
H43 -5.88230 0.22374 -4.02379
H44 -4.28053 0.57105 -4.70391
H45 -5.81247 -2.08217 -4.79112
H46 -4.81086 -1.35254 -6.06635
C24 0.67701 -3.84801 3.66400
C25 -0.03868 -4.85670 4.53709
O12 1.05018 -5.65972 5.00674
C26 2.18583 -4.93600 4.94878
O13 3.22927 -5.24742 5.41431
O14 1.97070 -3.77447 4.26482
H47 0.20307 -2.86778 3.65929
H48 0.78452 -4.20124 2.63430
H49 -0.52906 -4.39102 5.39415
H50 -0.75208 -5.46035 3.98840
C27 -1.48933 5.55523 -0.91147
C28 -0.38900 5.71036 -1.94507
O15 0.57690 6.50326 -1.24265
C29 0.38222 6.34135 0.08513
O16 1.10893 6.74744 0.93506
O17 -0.75687 5.65663 0.31726
H51 -2.00750 4.60195 -0.96256
H52 -2.21590 6.36707 -0.95136
H53 0.06450 4.75257 -2.20755
H54 -0.70182 6.21806 -2.85225
C30 -4.62527 0.24607 4.95734
C31 -3.60174 -0.77827 4.49842
O18 -4.37657 -1.98716 4.48173
C32 -5.67608 -1.65908 4.33800
O19 -6.55589 -2.43022 4.12722
O20 -5.84895 -0.32555 4.47659
H55 -4.48053 1.23326 4.52752
H56 -4.68151 0.33291 6.04321
H57 -3.23212 -0.58869 3.49406
H58 -2.75804 -0.88446 5.17448
C33 -1.43173 1.86568 -8.91706
C34 -0.88982 0.65041 -8.18437
O21 -1.82104 0.51824 -7.09896
C35 -2.98211 1.10754 -7.46307
O22 -4.00179 1.01453 -6.85519
O23 -2.82847 1.80479 -8.60033
H59 -1.29149 1.82971 -9.99284
H60 -1.02799 2.80216 -8.53026
H61 -0.92990 -0.25598 -8.78876
H62 0.11704 0.78325 -7.79970
C36 -9.70990 -1.88117 6.95092
C37 -8.50487 -1.13045 6.41596
O24 -8.45593 0.01086 7.28024
C38 -9.08217 -0.29876 8.44120
O25 -9.06452 0.37296 9.41775
O26 -9.72522 -1.48380 8.32608
H63 -9.62182 -2.96072 6.87265
H64 -10.64177 -1.56023 6.48278
H65 -7.58073 -1.69733 6.52894
H66 -8.60374 -0.81749 5.38167
C39 -3.80918 -5.77015 1.20636
C40 -4.58828 -6.74928 2.06485
O27 -3.55328 -7.64515 2.50699
C41 -2.37661 -7.00145 2.45006
O28 -1.34614 -7.39778 2.89832
O29 -2.50532 -5.81713 1.80938
H67 -4.20140 -4.75768 1.23244
H68 -3.72770 -6.09916 0.17018
H69 -5.04006 -6.27692 2.93789
H70 -5.34978 -7.29727 1.51881
C42 -0.29701 -6.96901 -1.64331
C43 -0.49827 -8.03650 -2.70557
O30 -1.92173 -8.18589 -2.71054
C44 -2.47649 -7.05196 -2.23680
O31 -3.63848 -6.80504 -2.25799
O32 -1.52727 -6.23651 -1.71798
H71 0.54301 -6.30921 -1.84183
H72 -0.19968 -7.38890 -0.64081
H73 -0.17765 -7.70743 -3.69508
H74 -0.02428 -8.98432 -2.46915
C45 6.41003 6.27776 -5.18765
C46 7.35702 5.15581 -5.57567
O33 6.62678 3.99363 -5.14829
C47 5.32137 4.30684 -5.10523
O34 4.44422 3.50882 -4.94008
O35 5.13233 5.62420 -5.25814
H75 6.43303 7.12678 -5.86335
H76 6.56609 6.62319 -4.16534
H77 7.51193 5.09153 -6.65266
H78 8.31881 5.19864 -5.07449

Atomic partial charges in e from the Löwdin method, atoms 1 to 99: atom 1 (C): -0.07, atom 2 (C): -0.19, atom 3 (C): -0.12, atom 4 (C): -0.24, atom 5 (C): -0.10, atom 6 (C): -0.13, atom 7 (C): -0.14, atom 8 (F): -0.08, atom 9 (C): -0.13, atom 10 (C): -0.02, atom 11 (C): -0.44, atom 12 (O): 0.12, atom 13 (N): -0.17, atom 14 (C): -0.04, atom 15 (C): -0.03, atom 16 (N): 0.00, atom 17 (F): 0.03, atom 18 (C): -0.06, atom 19 (C): -0.16, atom 20 (C): -0.20, atom 21 (C): -0.18, atom 22 (C): -0.29, atom 23 (N): 0.01, atom 24 (C): -0.22, atom 25 (C): -0.18, atom 26 (P): 0.43, atom 27 (O): -0.24, atom 28 (O): -0.10, atom 29 (O): -0.15, atom 30 (P): 0.31, atom 31 (O): -0.19, atom 32 (O): -0.17, atom 33 (S): 0.52, atom 34 (C): -0.14, atom 35 (F): -0.03, atom 36 (B): -0.67, atom 37 (O): 0.11, atom 38 (O): 0.19, atom 39 (H): 0.09, atom 40 (H): 0.06, atom 41 (H): 0.02, atom 42 (H): 0.11, atom 43 (H): 0.09, atom 44 (H): 0.11, atom 45 (H): 0.13, atom 46 (H): 0.14, atom 47 (H): 0.11, atom 48 (H): 0.09, atom 49 (H): 0.11, atom 50 (H): 0.12, atom 51 (H): 0.08, atom 52 (H): 0.14, atom 53 (H): 0.15, atom 54 (H): 0.11, atom 55 (H): 0.11, atom 56 (H): 0.08, atom 57 (H): 0.07, atom 58 (H): 0.08, atom 59 (H): 0.07, atom 60 (H): 0.09, atom 61 (H): 0.13, atom 62 (H): 0.12, atom 63 (H): 0.07, atom 64 (H): 0.14, atom 65 (H): 0.12, atom 66 (H): 0.10, atom 67 (H): 0.12, atom 68 (H): 0.11, atom 69 (H): 0.11, atom 70 (H): 0.07, atom 71 (H): 0.02, atom 72 (H): 0.07, atom 73 (H): 0.10, atom 74 (H): 0.05, atom 75 (H): 0.08, atom 76 (H): 0.11, atom 77 (H): 0.08, atom 78 (H): 0.09, atom 79 (H): 0.05, atom 80 (H): 0.12, atom 81 (C): -0.09, atom 82 (C): -0.09, atom 83 (O): 0.08, atom 84 (C): -0.59, atom 85 (O): 0.13, atom 86 (O): 0.05, atom 87 (H): 0.14, atom 88 (H): 0.10, atom 89 (H): 0.14, atom 90 (H): 0.12, atom 91 (C): -0.13, atom 92 (C): -0.10, atom 93 (O): 0.08, atom 94 (C): -0.57, atom 95 (O): 0.18, atom 96 (O): 0.03, atom 97 (H): 0.11, atom 98 (H): 0.13, atom 99 (H): 0.14